Run one
Below is 6 unconnected molecules or ions with the total composition C18H36O18, with properties calculated with ωB97M-V/def2-TZVPD.

Atoms and positions in Å:
O: -2.89 8.34 26.21
O: 0.10 10.41 18.10
O: 6.20 16.39 18.30
O: 0.14 9.97 15.99
O: -0.49 12.43 27.85
O: -5.03 7.83 26.82
O: -4.05 9.47 27.78
O: -1.47 11.40 16.80
O: 8.25 15.42 18.62
O: 6.58 14.64 19.76
O: -2.56 16.65 25.33
O: 0.55 14.37 27.98
O: -4.06 15.08 24.51
O: 0.33 11.25 22.40
O: 1.98 12.39 23.23
O: -3.40 15.02 26.65
O: 0.15 12.17 24.42
O: -1.49 14.30 28.78
C: -0.36 10.22 14.69
C: -3.27 15.66 25.52
C: -3.06 10.47 27.89
C: 5.21 14.58 19.99
C: 0.74 11.83 23.29
C: -5.03 6.72 25.91
C: 8.81 16.25 17.68
C: 6.93 15.58 18.83
C: -3.90 15.71 23.30
C: -3.89 8.56 26.82
C: 2.73 12.02 22.10
C: -0.53 10.66 16.95
C: -1.31 15.67 29.03
C: -1.09 11.60 24.66
C: -4.08 13.77 26.75
C: -0.50 11.00 19.22
C: 1.68 13.77 27.35
C: -0.49 13.57 28.20
H: 4.62 14.33 19.07
H: -2.17 15.87 29.69
H: -3.57 16.76 23.37
H: -1.41 10.02 14.63
H: -1.80 11.82 23.87
H: -3.73 13.42 27.73
H: 0.03 10.69 20.12
H: -0.17 11.28 14.42
H: -1.46 16.27 28.11
H: 8.38 17.26 17.67
H: 4.76 15.51 20.34
H: -1.54 10.67 19.33
H: 2.32 12.44 21.18
H: -2.92 10.75 28.93
H: 1.80 12.70 27.60
H: 9.88 16.22 17.92
H: -4.14 6.59 25.32
H: 0.33 9.63 14.08
H: -5.08 5.86 26.61
H: 3.74 12.40 22.32
H: 5.11 13.75 20.72
H: -1.42 12.06 25.59
H: -3.26 11.36 27.31
H: 2.55 14.37 27.60
H: -5.16 13.88 26.59
H: -3.31 15.06 22.62
H: -0.32 15.89 29.35
H: 1.53 13.79 26.26
H: -3.75 13.08 25.96
H: -4.85 15.72 22.78
H: 8.67 15.87 16.66
H: -0.52 12.07 19.17
H: -2.07 10.13 27.53
H: 2.73 10.92 21.98
H: -5.91 6.85 25.25
H: -0.97 10.55 24.83

Calculated values
SMILES string ... COC(=O)OC.COC(=O)OC.COC(=O)OC.COC(=O)OC.COC(=O)OC.COC(=O)OC
HOMO level ... -10.9605 eV
Charge ... 0
Kohn-Sham gap ... 0.4208 hartree

=====

Run two
Below is 6 unconnected molecules or ions with the total composition C18H36O18, with properties calculated with ωB97M-V/def2-TZVPD.

Atoms and positions in Å:
O: 0.03 -6.71 -0.13
O: 1.20 -4.85 0.39
O: 1.73 -6.71 1.35
O: -5.54 1.91 -3.16
O: 1.23 -0.12 0.85
O: -1.94 2.67 0.48
O: 0.56 -0.71 4.00
O: -3.42 2.62 -3.02
O: 3.14 3.96 -0.88
O: -3.93 0.51 -2.54
O: 1.90 5.58 -1.82
O: 2.40 -1.74 3.22
O: 0.63 -0.36 -1.29
O: -0.73 -1.12 0.40
O: -0.25 3.93 -0.23
O: 0.79 -2.95 4.17
O: -0.07 2.89 1.68
O: 2.21 3.61 -2.78
C: 1.35 -1.75 3.75
C: -4.86 -0.56 -2.52
C: 0.49 -4.13 -0.61
C: 3.51 4.86 0.14
C: -3.89 3.85 -3.51
C: 2.24 0.75 0.36
C: 2.83 2.28 -2.71
C: 2.36 4.48 -1.81
C: 0.92 -6.13 0.43
C: 1.61 -4.09 3.84
C: -0.83 3.11 0.60
C: -4.39 1.68 -2.93
C: -0.27 -0.58 -2.30
C: -1.06 4.22 -1.37
C: -0.69 2.06 2.65
C: -0.70 -0.99 4.60
C: 0.30 -0.58 -0.01
C: 1.59 -8.14 1.55
H: 0.72 -8.46 0.98
H: 1.07 -3.27 -0.85
H: -1.30 -0.80 -1.94
H: -5.30 -0.67 -3.54
H: -2.95 4.34 -3.71
H: 4.12 4.25 0.79
H: 0.08 2.00 3.40
H: 4.05 5.73 -0.29
H: -0.49 4.96 -1.97
H: 0.21 -4.74 -1.48
H: -1.60 2.45 3.05
H: 0.04 -1.37 -2.98
H: -1.25 -0.08 4.44
H: -2.01 4.71 -1.05
H: -0.81 1.05 2.31
H: -0.45 -3.81 -0.16
H: 2.14 1.72 -2.13
H: 2.91 1.80 -3.69
H: -0.32 0.32 -2.97
H: -5.73 -0.44 -1.81
H: -4.42 3.74 -4.47
H: 0.93 -4.94 3.84
H: 2.39 -4.12 4.64
H: -1.18 -1.81 4.07
H: 2.66 0.28 -0.50
H: 2.63 5.21 0.71
H: 2.16 -3.95 2.90
H: 2.52 -8.65 1.37
H: -0.63 -1.23 5.64
H: 1.24 -8.27 2.58
H: 2.87 0.96 1.25
H: 1.84 1.70 0.02
H: -4.56 4.40 -2.80
H: 3.76 2.43 -2.25
H: -4.34 -1.47 -2.35
H: -1.40 3.30 -1.88

Calculated values
SMILES string ... COC(=O)OC.COC(=O)OC.COC(=O)OC.COC(=O)OC.COC(=O)OC.COC(=O)OC
HOMO level ... -10.6605 eV
Charge ... 0
Kohn-Sham gap ... 0.4126 hartree

=====

Run three
Below is 6 unconnected molecules or ions with the total composition C18H36O18, with properties calculated with ωB97M-V/def2-TZVPD.

Atoms and positions in Å:
O: 0.16 0.76 0.06
O: -3.18 -0.97 3.44
O: 0.56 3.80 2.01
O: -0.29 5.97 -5.23
O: -1.82 7.63 -5.12
O: 0.29 4.75 -0.02
O: 0.44 -0.48 -1.79
O: -1.10 5.14 1.70
O: -1.40 -6.18 2.34
O: 5.40 -4.83 -0.98
O: -1.00 -3.97 2.29
O: -0.93 -5.06 0.43
O: -2.09 0.60 2.25
O: 5.32 -4.78 1.17
O: -2.93 -1.10 1.20
O: 3.46 -5.35 0.02
O: 1.42 -0.96 0.19
O: -2.04 5.95 -3.81
C: -3.70 -2.30 1.17
C: -1.28 6.47 -4.77
C: -1.13 -6.23 -0.35
C: -1.25 8.29 -6.25
C: 4.62 -5.02 0.08
C: -0.03 4.59 1.12
C: -1.10 -5.18 1.74
C: 4.72 -5.17 2.40
C: 4.72 -4.72 -2.24
C: -0.91 1.49 -0.52
C: -2.76 -0.55 2.39
C: -1.45 1.09 3.41
C: -1.34 -3.90 3.67
C: -1.91 5.93 0.84
C: 1.70 3.06 1.59
C: 2.01 -2.13 -0.38
C: -1.52 4.78 -3.20
C: 0.66 -0.25 -0.64
H: -4.68 -2.07 0.76
H: -1.69 1.74 0.20
H: 1.56 2.02 1.87
H: 5.14 -4.49 3.15
H: -1.28 6.55 0.21
H: -2.08 1.44 4.22
H: -1.47 0.90 -1.25
H: -2.16 4.47 -2.38
H: 2.57 3.45 2.12
H: 2.80 -2.41 0.32
H: -0.52 4.91 -2.77
H: -1.44 3.98 -3.93
H: -2.53 5.35 0.16
H: -0.84 1.93 3.06
H: -0.29 -6.27 -1.05
H: 4.28 -5.68 -2.48
H: -0.49 2.40 -0.93
H: -3.23 -3.05 0.55
H: -1.10 -7.13 0.25
H: -0.95 9.28 -5.91
H: 3.65 -4.98 2.40
H: -3.85 -2.69 2.18
H: -0.68 0.39 3.74
H: -0.84 -4.67 4.25
H: -2.49 6.56 1.50
H: -2.42 -3.95 3.80
H: -2.07 -6.16 -0.89
H: 5.47 -4.35 -2.94
H: 3.96 -3.94 -2.20
H: -0.34 7.79 -6.59
H: -0.98 -2.94 4.03
H: -1.96 8.36 -7.07
H: 2.48 -1.89 -1.33
H: 4.96 -6.20 2.64
H: 1.33 -2.96 -0.43
H: 1.88 3.11 0.52

Calculated values
SMILES string ... COC(=O)OC.COC(=O)OC.COC(=O)OC.COC(=O)OC.COC(=O)OC.COC(=O)OC
HOMO level ... -10.7883 eV
Charge ... 0
Kohn-Sham gap ... 0.4174 hartree

=====

The computed energies, referenced to the most stable structure and given in kcal/mol, are run one 29.7; run two 24.5; run three 0.0.

=====

Run one
Below is 2 unconnected molecules or ions with the total composition CH4NO3P, with properties calculated with ωB97M-V/def2-TZVPD.

Atoms and positions in Å:
P: 0.40 0.59 -0.98
O: -0.05 1.28 0.46
O: 1.20 1.43 -3.21
O: -1.18 0.05 -0.86
N: 1.41 -0.63 -0.40
C: -1.35 0.76 0.36
H: -1.89 0.12 1.12
H: -2.01 1.65 0.27
H: 2.28 -0.08 -0.04
H: 1.52 -1.18 -1.25

Calculated values
HOMO level (spin up / spin down) ... -9.5402 / -9.5777 eV
Charge ... 0
Kohn-Sham gap (spin up / spin down) ... 0.2995 / 0.2977 hartree

=====

Run two
Below is a single CH4NO3P molecule, with properties calculated with ωB97M-V/def2-TZVPD.

Atoms and positions in Å:
P: -0.90 -0.55 -0.25
O: -0.71 -1.84 -0.90
O: -1.56 -0.37 1.17
O: -1.76 0.32 -1.28
N: 1.50 0.22 1.01
C: 0.76 0.19 -0.06
H: 2.37 0.60 0.87
H: -2.09 -1.06 1.43
H: 1.13 0.40 -1.14
H: -1.63 0.00 -2.20

Calculated values
SMILES string ... [H]/N=C/P(=O)(O)O
HOMO level ... -10.2973 eV
Charge ... 0
Kohn-Sham gap ... 0.3963 hartree

=====

The computed energies, referenced to the most stable structure and given in kcal/mol, are run one 149.6; run two 0.0.

=====

Run one
Below is 2 unconnected molecules or ions with the total composition CH4O2S, with properties calculated with ωB97M-V/def2-TZVPD.

Atoms and positions in Å:
S: -0.55 -1.38 -1.91
O: 1.20 1.67 1.17
O: -0.74 0.73 1.60
C: 0.47 0.73 1.03
H: 0.64 -1.44 -1.29
H: -1.05 -1.75 -3.12
H: 0.86 -0.15 0.47
H: -0.83 1.58 2.05

Calculated values
SMILES string ... O=CO.S
HOMO level ... -10.0077 eV
Charge ... 0
Kohn-Sham gap ... 0.3735 hartree

=====

Run two
Below is a single CH4O2S molecule, with properties calculated with ωB97M-V/def2-TZVPD.

Atoms and positions in Å:
S: -0.47 0.07 -0.73
O: -1.73 0.68 -0.80
O: -0.41 -1.59 -1.07
C: 0.43 0.08 0.85
H: 0.89 1.06 1.07
H: 0.19 0.64 -1.73
H: -0.08 -0.31 1.62
H: 1.19 -0.63 0.79

Calculated values
SMILES string ... C[SH](=O)=O
HOMO level ... -10.1917 eV
Charge ... 0
Kohn-Sham gap ... 0.3890 hartree

=====

The computed energies, referenced to the most stable structure and given in kcal/mol, are run one 0.0; run two 35.8.

=====

Run one
Below is a molecular structure, CH5BO2, with properties calculated with ωB97M-V/def2-TZVPD.

Atoms and positions in Å:
O: 1.51 1.18 0.09
O: -0.15 -0.09 -1.79
C: -0.49 -0.67 0.72
B: 0.17 -0.11 -0.55
H: 0.36 0.39 -2.51
H: -1.13 -1.68 0.70
H: 0.13 -0.61 1.61
H: -1.31 0.05 0.88
H: 0.91 1.52 0.86

Calculated values
HOMO level ... -9.6597 eV
Charge ... 0
Kohn-Sham gap ... 0.3664 hartree

=====

Run two
Below is 2 unconnected molecules or ions with the total composition CH5BO2, with properties calculated with ωB97M-V/def2-TZVPD.

Atoms and positions in Å:
O: -2.01 -0.27 1.11
O: -1.06 1.41 -0.86
C: 0.95 -0.05 -0.28
B: -0.46 0.49 -0.17
H: -1.80 -0.07 2.06
H: 1.75 0.55 0.17
H: 0.96 -1.09 0.15
H: -1.97 1.47 -0.86
H: 1.26 -0.04 -1.36

Calculated values
HOMO level ... -9.3634 eV
Charge ... 0
Kohn-Sham gap ... 0.3575 hartree

=====

The computed energies, referenced to the most stable structure and given in kcal/mol, are run one 0.0; run two 10.9.

=====

Run one
Below is a single C2H2FIO molecule, with properties calculated with ωB97M-V/def2-TZVPD.

Atoms and positions in Å:
I: -2.78 0.07 0.22
F: 2.10 0.55 0.36
O: -1.18 -0.73 -0.67
C: 0.08 -0.21 -0.60
C: 0.68 0.32 0.48
H: 0.77 -0.62 -1.27
H: 0.34 0.63 1.48

Calculated values
SMILES string ... F/C=C/OI
HOMO level ... -9.2110 eV
Charge ... 0
Kohn-Sham gap ... 0.2890 hartree

=====

Run two
Below is 2 unconnected molecules or ions with the total composition C2H2FIO, with properties calculated with ωB97M-V/def2-TZVPD.

Atoms and positions in Å:
I: -0.66 1.13 2.07
F: 1.27 -0.76 1.05
O: 0.79 0.34 -1.72
C: 0.28 -0.01 0.61
C: 0.02 0.38 -0.77
H: -0.65 -1.76 -0.27
H: -1.05 0.68 -0.98

Calculated values
HOMO level (spin up / spin down) ... -9.2679 / -10.3515 eV
Charge ... 0
Kohn-Sham gap (spin up / spin down) ... 0.2978 / 0.3220 hartree

=====

The computed energies, referenced to the most stable structure and given in kcal/mol, are run one 0.0; run two 51.8.

=====

Run one
Below is a single C5H9N3 molecule, with properties calculated with ωB97M-V/def2-TZVPD.

Atoms and positions in Å:
N: 0.15 0.40 -0.28
N: -1.70 1.59 0.90
N: 0.37 1.43 -1.15
C: 1.84 -1.18 -1.24
C: -0.86 0.48 0.71
C: 0.04 -1.60 0.61
C: 0.66 -0.83 -0.34
C: -0.92 -0.79 1.27
H: -1.41 2.07 1.77
H: -1.65 -1.12 2.05
H: 1.28 1.84 -0.94
H: 0.27 -2.66 0.88
H: -1.67 2.26 0.13
H: 2.25 -2.06 -0.79
H: 2.64 -0.40 -1.20
H: 1.58 -1.42 -2.28
H: 0.42 1.01 -2.07

Calculated values
SMILES string ... Cc1ccc(N)n1N
HOMO level ... -7.3403 eV
Charge ... 0
Kohn-Sham gap ... 0.2999 hartree

=====

Run two
Below is a molecular structure, C5H9N3, with properties calculated with ωB97M-V/def2-TZVPD.

Atoms and positions in Å:
N: -0.06 0.01 -0.32
N: -2.92 -0.01 -0.63
N: -0.91 0.08 0.75
C: 2.17 0.73 -0.02
C: 2.34 -0.77 0.05
C: 0.92 -1.26 -0.29
C: 0.85 1.30 -0.14
C: -2.24 -0.15 0.51
H: -0.34 -0.34 1.36
H: -2.39 0.36 -1.35
H: 3.42 -1.16 0.25
H: 0.65 1.85 0.77
H: 2.72 1.59 0.42
H: 0.44 2.19 -1.15
H: 0.63 -2.00 0.59
H: 0.69 -1.81 -1.38
H: -2.78 -0.30 1.30

Calculated values
HOMO level ... -8.8608 eV
Charge ... 0
Kohn-Sham gap ... 0.3453 hartree

=====

Run three
Below is a single C5H9N3 molecule, with properties calculated with ωB97M-V/def2-TZVPD.

Atoms and positions in Å:
N: -0.29 -0.15 -0.20
N: -0.93 -1.26 -0.88
N: -0.46 1.98 0.63
C: -0.36 -2.53 -0.32
C: 0.11 -1.94 -1.66
C: 0.49 1.91 1.67
C: -1.04 0.79 0.20
C: 0.98 2.25 0.29
H: -0.24 -2.42 -2.58
H: 1.13 -1.69 -1.67
H: 0.36 2.60 2.44
H: -2.29 0.54 0.38
H: -1.17 -3.33 -0.16
H: 1.21 3.26 -0.17
H: 0.59 0.87 1.92
H: 1.44 1.43 -0.23
H: 0.47 -2.30 0.34

Calculated values
SMILES string ... C(=N\N1CC1)/N1CC1
HOMO level ... -9.1945 eV
Charge ... 0
Kohn-Sham gap ... 0.3823 hartree

=====

The computed energies, referenced to the most stable structure and given in kcal/mol, are run one 0.0; run two 129.9; run three 90.5.